Record 1
Here is a molecular structure, C53H68F5N21O2S from OMol25. Energies are from the ωB97M-V functional and the def2-TZVPD basis.

```
150
Properties=species:S:1:pos:R:3:forces:R:3
C 5.3964 -1.1414 3.2541 -0.1 0.4 0.5
C 4.8227 0.0553 2.5024 -0.1 -1.1 -0.2
N 4.7266 -0.1461 1.0195 -0.1 0.5 0.4
C 3.4613 -0.6783 0.6664 0.8 0.0 0.1
C 2.3940 0.0988 0.2877 0.0 -0.2 0.1
C 2.5836 1.5850 0.1921 -0.3 -1.2 -0.1
C 2.6074 2.1706 -1.0686 0.4 0.7 0.4
C 2.8003 3.5448 -1.1052 0.0 -0.6 0.0
C 2.9504 4.2168 0.0991 0.1 0.9 -0.2
N 2.8931 3.6713 1.3091 0.0 -0.4 0.0
C 2.7072 2.3493 1.3444 0.0 0.4 -0.4
C 1.1151 -0.4872 -0.0281 0.0 0.5 -0.6
C -0.0059 0.4738 -0.3765 -0.5 -0.2 0.7
C -1.0547 0.4723 0.7345 0.0 -0.8 -0.5
O -0.3624 0.4994 1.9979 -0.3 0.6 -0.1
C -1.1049 1.0208 3.0095 0.0 0.4 0.6
C -2.3884 0.3280 3.3974 0.5 -0.3 -0.2
O -0.7203 1.9933 3.6028 0.2 -0.1 -0.1
C 0.9263 -1.8458 -0.0100 0.1 0.5 -0.2
C -0.3592 -2.5593 -0.3598 0.9 -0.6 0.3
F -0.0359 -3.7087 -1.0068 -0.3 0.0 -0.4
F -1.1712 -1.8955 -1.2035 -0.3 0.2 0.2
C -1.1525 -3.0327 0.9241 0.5 -0.9 -0.5
F -0.6861 -2.4640 2.0316 -0.4 0.5 0.2
F -0.9727 -4.3476 1.0929 0.0 -0.2 -0.1
F -2.4658 -2.8436 0.8097 -0.2 0.5 0.2
C 2.0353 -2.6483 0.3816 0.6 -0.5 0.3
N 2.0554 -3.9758 0.5137 -0.7 -0.7 -0.2
S 3.4783 -4.4373 1.0260 0.7 1.3 -1.3
N 4.2136 -3.0098 1.0580 0.5 -0.4 0.1
C 3.3082 -2.0944 0.7243 -0.9 0.6 -0.3
H 6.2855 -1.5485 2.7858 0.0 0.0 -0.1
H 4.6451 -1.9134 3.4070 0.1 -0.2 -0.3
H 5.6602 -0.7937 4.2569 0.1 0.0 0.0
H 5.4300 0.9308 2.7185 -0.1 0.1 -0.2
H 3.8023 0.1837 2.8724 0.1 0.5 0.2
H 4.8095 0.7774 0.6112 0.0 0.0 -0.1
H 2.5096 1.5802 -1.9695 -0.1 -0.1 0.0
H 2.8573 4.0739 -2.0463 0.0 0.1 0.0
H 3.1307 5.2876 0.0502 -0.1 -0.3 0.2
H 2.6501 1.8741 2.3132 -0.1 0.1 0.1
H 0.3272 1.4971 -0.4883 0.3 -0.1 0.0
H -0.4487 0.1919 -1.3233 -0.2 0.1 0.1
H -1.7381 1.3098 0.6161 0.1 0.1 0.2
H -1.6555 -0.4394 0.6879 -0.1 0.1 0.0
H -2.6137 0.6201 4.4177 -0.2 0.1 0.0
H -2.2599 -0.7533 3.3554 -0.1 0.0 -0.1
H -3.1635 0.6455 2.7019 -0.1 -0.2 0.2
C -0.3667 -1.7500 -4.8160 -0.1 -0.1 0.0
C 0.0181 -0.6085 -3.9990 0.1 0.0 -0.1
N 0.3220 0.3049 -3.3747 0.1 0.0 -0.2
H -1.1747 -1.4526 -5.4813 0.0 -0.1 -0.1
H 0.4778 -2.0857 -5.4139 0.0 0.1 0.0
H -0.7012 -2.5681 -4.1797 0.0 0.0 0.0
C -1.9606 1.5191 -7.3696 0.1 -0.1 -0.3
C -0.7324 0.8036 -7.6952 -0.1 -0.1 0.1
N 0.2333 0.2224 -7.9095 0.1 -0.1 0.0
H -2.6745 1.4418 -8.1883 0.0 0.0 0.0
H -2.3982 1.0951 -6.4711 0.0 0.0 0.0
H -1.7324 2.5643 -7.1868 0.0 0.0 0.1
C 8.1614 -4.1425 1.5516 0.0 0.1 0.0
C 8.5882 -3.0204 2.3790 0.0 0.0 0.0
N 8.9242 -2.1398 3.0336 0.0 0.0 0.0
H 7.3303 -3.8358 0.9162 0.0 0.0 0.0
H 8.9874 -4.4767 0.9279 0.0 -0.1 0.0
H 7.8435 -4.9672 2.1836 0.0 0.0 0.0
C -5.0278 2.5231 -4.1494 0.0 -0.1 0.1
C -3.7006 2.9002 -4.6136 0.0 0.1 0.1
N -2.6537 3.1961 -4.9810 0.0 0.1 0.2
H -4.9526 2.0163 -3.1888 0.0 0.0 0.0
H -5.6435 3.4131 -4.0317 0.0 0.0 0.0
H -5.4946 1.8573 -4.8733 0.0 0.0 0.0
C -8.3207 3.4028 -7.1745 0.1 0.0 0.0
C -7.4898 2.2433 -6.8755 0.0 0.0 0.0
N -6.8401 1.3270 -6.6402 0.0 0.0 -0.1
H -7.7171 4.1795 -7.6405 0.0 0.0 0.0
H -9.1203 3.1181 -7.8540 0.0 0.0 0.0
H -8.7608 3.7917 -6.2585 -0.1 0.0 0.0
C 6.0595 7.3648 -1.3166 0.1 0.0 0.0
C 4.6532 7.3010 -0.9485 0.0 0.1 0.0
N 3.5445 7.2508 -0.6568 0.0 0.3 -0.1
H 6.6762 7.3845 -0.4205 0.0 0.0 0.0
H 6.3235 6.4941 -1.9141 0.0 0.0 0.0
H 6.2476 8.2677 -1.8948 0.0 0.0 0.0
C -2.4509 -5.1918 3.4684 0.0 0.0 0.1
C -2.7448 -5.1625 4.8964 0.0 0.0 0.0
N -2.9605 -5.1398 6.0236 0.0 0.0 0.0
H -2.9985 -6.0031 2.9926 0.0 0.0 0.0
H -2.7426 -4.2511 3.0092 0.0 0.0 0.0
H -1.3850 -5.3451 3.3135 0.0 0.0 0.0
C 1.3864 9.2304 -2.6044 -0.1 0.0 0.0
C 2.6724 9.7583 -3.0379 0.1 0.0 0.0
N 3.6854 10.1740 -3.3813 0.0 0.0 0.1
H 1.4569 8.9092 -1.5682 0.0 -0.1 0.0
H 0.6221 10.0006 -2.6967 0.0 0.0 0.0
H 1.1131 8.3774 -3.2226 0.0 0.0 0.0
C -5.6821 -3.0352 7.1984 0.0 0.0 0.0
C -6.8259 -2.1299 7.1887 0.0 0.0 0.0
N -7.7248 -1.4172 7.1811 0.0 0.0 0.0
H -4.7567 -2.4647 7.1601 0.0 0.0 0.0
H -5.6910 -3.6349 8.1060 0.0 0.0 0.0
H -5.7249 -3.6975 6.3367 0.0 0.0 0.0
C -1.5024 5.2277 -2.1170 0.1 -0.1 0.0
C -2.8730 5.2543 -1.6208 0.0 0.0 0.0
N -3.9555 5.2661 -1.2395 0.0 0.0 0.0
H -0.8127 5.0361 -1.2962 0.0 0.0 0.0
H -1.3981 4.4405 -2.8631 0.0 0.0 0.0
H -1.2565 6.1849 -2.5730 0.0 0.0 0.0
C 5.9577 -7.8375 -0.0284 0.0 0.0 0.0
C 7.2048 -7.5764 0.6804 0.0 0.0 0.0
N 8.1932 -7.3705 1.2257 0.0 0.0 0.0
H 5.5877 -6.9218 -0.4862 0.0 0.0 0.0
H 6.1283 -8.5792 -0.8061 0.0 0.0 0.0
H 5.2079 -8.2146 0.6644 0.0 0.0 0.0
C -2.3219 -8.8480 4.1732 -0.3 0.3 -0.2
C -1.5172 -9.0858 2.9827 0.0 0.0 0.0
N -0.8694 -9.2736 2.0538 0.1 0.0 0.0
H -2.5309 -9.7868 4.6708 0.0 0.0 0.0
H -1.7822 -8.1987 4.8600 0.0 0.0 0.1
H -3.2632 -8.3709 3.9003 0.0 0.0 0.0
C 1.5800 -10.9390 4.9407 0.0 0.0 0.0
C 0.1860 -10.9100 5.3638 0.0 0.0 0.0
N -0.9158 -10.8869 5.6830 0.2 -0.2 0.2
H 2.2269 -11.0542 5.8082 0.0 0.0 0.0
H 1.7397 -11.7739 4.2617 0.0 0.0 0.0
H 1.8279 -10.0118 4.4273 0.0 0.0 0.0
C 1.1935 -5.0558 5.4405 0.0 0.0 0.0
C 1.7305 -5.0985 4.0852 0.0 0.1 0.0
N 2.1499 -5.1321 3.0164 -0.8 -0.7 1.3
H 2.0041 -4.9220 6.1541 0.0 0.0 0.0
H 0.4948 -4.2263 5.5361 0.0 0.0 0.0
H 0.6735 -5.9866 5.6609 0.0 0.0 0.0
C 6.0862 12.3219 -1.8383 -0.1 0.0 -0.1
C 7.0364 11.3611 -1.2926 0.0 -0.1 0.0
N 7.7695 10.5892 -0.8619 -0.1 0.0 0.0
H 6.6116 13.0992 -2.3898 0.0 0.0 0.0
H 5.3976 11.8100 -2.5105 0.0 0.0 0.0
H 5.5195 12.7808 -1.0303 0.0 0.0 0.0
C -12.4767 1.5781 -7.6202 0.0 0.0 0.0
C -12.0012 2.6761 -6.7863 0.0 0.0 0.0
N -11.6269 3.5371 -6.1267 0.1 0.0 0.0
H -13.3270 1.9075 -8.2139 0.0 0.0 0.0
H -11.6825 1.2485 -8.2875 0.0 0.0 0.0
H -12.7819 0.7439 -6.9919 0.0 0.0 0.0
C -3.6168 4.0940 2.9600 0.1 0.1 0.0
C -3.7756 3.0325 1.9766 0.0 0.2 0.0
N -3.8916 2.1912 1.2057 -0.1 0.0 -0.1
H -3.8297 5.0563 2.4978 0.0 0.0 0.0
H -4.3043 3.9344 3.7884 0.0 0.0 0.0
H -2.5944 4.0902 3.3369 0.0 0.0 0.0
```
Positions in Å, forces in eV/Å.

Computed properties:
orbital gap	0.2962	Ha
strongest force on any atom	1.990	eV/Å
E_tot	-4258.0975	Ha
net charge	0
HOMO energy	-8.3	eV
lowest unoccupied orbital energy	-0.235	eV

---

Record 2
Here is 2 unconnected molecules or ions with the total composition C17H16BNO2 from OMol25. Energies are from the ωB97M-V functional and the def2-TZVPD basis.

```
37
Properties=species:S:1:pos:R:3:forces:R:3
C -5.3475 -1.1393 -3.5974 0.0 0.6 0.7
O -5.1901 -0.1918 -2.5071 0.7 -0.6 -0.3
C -3.9286 -0.0998 -1.9916 1.3 0.2 -0.3
C -3.7266 0.7423 -0.8702 -0.4 -0.5 -0.9
C -2.4658 0.8904 -0.3281 0.5 -0.2 -0.1
C -1.3134 0.2613 -0.8941 -1.8 -0.6 -0.8
C 0.0058 0.4870 -0.3757 1.0 2.7 0.7
O 0.9794 -0.3893 -0.8013 0.0 0.4 -0.1
C 2.3136 -0.0221 -0.5822 0.4 -1.1 0.6
C 2.5905 0.7465 0.5554 1.8 -1.7 0.7
C 3.9273 0.6976 1.0661 -0.1 0.4 -0.7
C 4.9681 0.0992 0.3273 -0.4 -0.1 -0.3
C 4.6465 -0.6158 -0.8553 0.0 0.2 0.5
C 3.3096 -0.7688 -1.2481 -0.1 0.6 0.1
C 1.3834 0.9937 1.4080 1.8 -0.5 0.3
C 0.3424 1.5037 0.5053 -1.9 -2.0 -0.7
C -1.5350 -0.6125 -1.9800 0.1 0.5 0.5
C -2.7892 -0.7466 -2.5557 -1.2 0.1 0.1
H -6.4220 -1.1100 -3.7781 0.2 -0.2 -0.2
H -4.7813 -0.8090 -4.4868 -0.3 -0.2 0.3
H -5.0166 -2.1449 -3.2798 -0.2 0.4 -0.2
H -4.5890 1.2933 -0.4928 0.3 -0.3 0.1
H -2.4003 1.4812 0.5883 0.2 -0.1 -0.4
H 4.1647 1.1132 2.0646 -0.3 -0.1 -0.7
H 6.0214 0.1087 0.6890 -1.0 0.1 -0.3
H 5.4554 -1.1071 -1.4191 -0.6 0.2 0.3
H 3.0323 -1.5113 -2.0070 0.1 0.6 0.2
H 1.7033 1.5500 2.3290 -0.9 -0.5 -0.8
H -0.4666 2.0101 0.9952 -0.3 0.6 -0.4
H -0.7126 -1.2113 -2.3653 -0.1 0.4 -0.1
H -2.8933 -1.3306 -3.4775 0.1 0.1 0.6
H 0.9551 -0.0364 1.5325 1.0 0.6 1.6
B 2.1254 0.1463 5.8428 0.3 0.2 -2.2
H 2.9738 -0.5978 5.4218 -0.1 0.1 0.9
H 2.3191 1.3243 5.7707 0.0 -0.2 0.8
C 0.6970 -0.3462 5.6403 -3.0 -0.9 -1.1
N -0.3358 -0.6581 5.1569 2.9 0.8 1.6
```
Positions in Å, forces in eV/Å.

Computed properties:
orbital gap	0.2251	Ha
strongest force on any atom	3.367	eV/Å
E_tot	-887.3463	Ha
SMILES	COc1ccc(C2=CCc3ccccc3O2)cc1.BC#N
net charge	0
energy relative to the best compared isomer or geometry (same formula, charge and spin)	0.830	eV
HOMO energy	-7.6	eV
lowest unoccupied orbital energy	-1.453	eV

---

Record 3
Here is 9 unconnected molecules or ions with the total composition C4H24NO10 from OMol25. Energies are from the ωB97M-V functional and the def2-TZVPD basis.

```
39
Properties=species:S:1:pos:R:3:forces:R:3
C 0.5484 2.1097 1.4219 1.9 0.4 1.2
C -0.6292 1.2205 1.0610 -0.2 1.3 0.5
C -1.8686 1.5209 1.8999 1.1 0.6 -0.3
O -1.8252 2.2866 2.8337 -0.4 -0.1 0.1
N 1.8887 1.5473 1.0731 -0.9 -0.2 -0.2
C 2.2650 0.3405 1.8299 0.2 -0.3 -0.7
O 2.7698 -0.6471 0.9658 0.5 -0.3 0.2
H 0.6091 2.2873 2.4948 -0.3 -0.4 0.3
H 0.5920 3.1584 1.1136 -0.8 -0.3 -0.8
H -0.3417 0.2134 1.3351 -0.1 -0.6 -0.4
H -0.8355 1.3160 -0.0060 -0.3 -0.7 0.4
H -2.7916 1.0277 1.6159 -0.5 -0.4 -0.1
H 1.8110 1.2082 0.1215 0.2 0.1 -0.2
H 3.1167 0.5544 2.4741 -0.1 0.2 0.3
H 1.4301 -0.0307 2.4394 0.0 0.0 0.0
H -0.2697 -3.9577 0.9925 0.4 0.0 -0.1
H 0.4627 -2.6058 1.0075 0.0 -0.2 -0.4
O -0.1228 -3.1756 1.5325 0.0 0.1 0.6
H 2.1120 -1.1750 0.4408 -0.4 0.7 0.1
H 1.6967 -1.7836 -1.4598 0.1 0.0 0.0
O 1.0395 -1.6568 -0.7693 0.1 -0.5 0.4
H -1.2268 3.2364 -1.6868 0.0 0.0 0.0
H -0.2403 2.1066 -1.3904 0.0 0.0 -0.5
O -0.2923 3.0159 -1.7373 0.1 0.0 0.1
H 2.8519 0.6220 -2.0278 -0.1 0.0 0.2
H 1.9901 1.7650 -2.5937 0.0 -0.1 0.1
O 2.5395 1.0141 -2.8477 0.0 0.0 -0.3
H -0.0050 -3.0376 -1.2767 -0.5 0.0 0.6
H -1.2794 -3.6502 -0.5437 0.1 0.4 -0.3
O -0.6633 -3.7800 -1.2714 0.1 -0.4 -0.4
H 0.0623 0.0521 -2.6634 -0.1 0.0 0.2
H 0.2538 -0.6685 -1.2507 -0.4 0.3 -0.5
O -0.3821 0.0343 -1.8040 0.3 0.2 0.0
H -1.8859 -1.6716 0.1107 0.1 0.3 -0.3
H -1.8678 -2.2473 1.4704 0.7 -0.5 0.7
O -2.4418 -1.7651 0.8875 -0.8 0.4 -0.5
H -2.5922 0.9526 -2.2217 0.1 0.3 0.1
H -3.0991 -0.3309 -1.7768 -0.3 0.0 0.3
O -3.3791 0.5936 -1.7946 0.2 -0.2 -0.3
```
Positions in Å, forces in eV/Å.

Computed properties:
orbital gap	0.3321	Ha
strongest force on any atom	2.250	eV/Å
E_tot	-974.0223	Ha
net charge	-1
energy relative to the best compared isomer or geometry (same formula, charge and spin)	2.475	eV
HOMO energy	-6.0	eV
lowest unoccupied orbital energy	2.993	eV